{"formula": "C52H43IrN5O7P2S3", "method": "ωB97M-V/def2-TZVPD", "species": ["Ir", "S", "P", "C", "P", "S", "C", "C", "C", "C", "C", "C", "C", "C", "C", "C", "C", "C", "C", "C", "C", "C", "C", "C", "C", "C", "C", "C", "C", "C", "H", "H", "H", "H", "H", "H", "H", "H", "H", "H", "H", "H", "H", "H", "H", "H", "H", "H", "H", "H", "O", "S", "O", "O", "C", "N", "C", "C", "C", "N", "C", "C", "C", "N", "C", "C", "H", "H", "H", "H", "H", "H", "O", "C", "C", "C", "C", "O", "N", "H", "H", "H", "H", "C", "O", "C", "C", "C", "C", "C", "C", "N", "C", "C", "C", "C", "C", "C", "C", "O", "H", "H", "H", "H", "H", "H", "H", "H", "H", "H", "H", "H", "H"], "positions_angstrom": [[0.42550, -0.44600, -0.40388], [-3.04886, 1.64654, -1.01555], [-3.03393, -0.21755, -0.46189], [-1.42948, -1.05045, -0.62289], [-1.15299, -2.75270, -1.04648], [0.86802, -2.69930, -0.95240], [-1.70452, -3.24458, -2.68636], [-1.96075, -2.26613, -3.64023], [-2.24889, -2.62987, -4.94662], [-2.26997, -3.97004, -5.30313], [-1.99843, -4.94981, -4.35619], [-1.71353, -4.59138, -3.04896], [-1.76243, -3.99110, 0.12426], [-2.97637, -4.65041, -0.05532], [-3.44585, -5.51772, 0.91943], [-2.70423, -5.73682, 2.07177], [-1.47882, -5.10611, 2.24123], [-1.00364, -4.24103, 1.26858], [-4.20788, -1.18995, -1.46797], [-4.87315, -2.29453, -0.94672], [-5.75550, -3.02043, -1.73609], [-5.99371, -2.63392, -3.04652], [-5.36476, -1.50642, -3.55942], [-4.48332, -0.78420, -2.77210], [-3.66554, -0.49662, 1.21809], [-4.70104, 0.32838, 1.64499], [-5.27948, 0.13070, 2.89018], [-4.82889, -0.88988, 3.71520], [-3.79008, -1.70940, 3.29468], [-3.21093, -1.50925, 2.05153], [-1.93124, -1.21864, -3.36184], [-2.45969, -1.86511, -5.68271], [-2.49606, -4.25410, -6.32272], [-2.00675, -5.99458, -4.63758], [-1.49360, -5.35860, -2.31714], [-3.55335, -4.49171, -0.95614], [-4.39052, -6.02606, 0.77653], [-3.07426, -6.41279, 2.83180], [-0.88619, -5.29609, 3.12680], [-0.03738, -3.76265, 1.38535], [-4.72574, -2.57768, 0.08798], [-6.27064, -3.87710, -1.31881], [-6.68806, -3.19364, -3.66010], [-5.57016, -1.18265, -4.57182], [-4.00994, 0.11319, -3.15241], [-5.03598, 1.13711, 1.00729], [-6.07872, 0.78229, 3.21884], [-5.28096, -1.03964, 4.68748], [-3.42425, -2.50177, 3.93697], [-2.38485, -2.13524, 1.74893], [4.02525, 6.81543, 2.03860], [3.33827, 8.05062, 1.67666], [4.18395, 9.04974, 1.07143], [2.40070, 8.52132, 2.67490], [2.22678, 7.52045, 0.33122], [1.84189, 8.41500, -0.57825], [1.03098, 7.98452, -1.52923], [0.59256, 6.66651, -1.61965], [1.03593, 5.82450, -0.61293], [1.83468, 6.25296, 0.35450], [0.70034, 4.37548, -0.52962], [0.19469, 3.63695, -1.59206], [0.00792, 2.27934, -1.43871], [0.29608, 1.63224, -0.30365], [0.78993, 2.34096, 0.71520], [0.98228, 3.69891, 0.64960], [0.70897, 8.71819, -2.26178], [-0.06647, 6.35019, -2.41484], [-0.03937, 4.08905, -2.54546], [-0.38884, 1.67723, -2.24449], [1.07309, 1.79417, 1.59774], [1.39655, 4.23909, 1.48736], [-1.20647, 0.66931, 2.23638], [-0.24498, -0.00742, 2.49177], [0.28200, -0.33727, 3.87411], [1.42766, -1.31117, 3.63061], [1.64516, -1.28462, 2.12829], [2.56961, -1.79764, 1.54348], [0.59405, -0.58450, 1.54470], [-0.53526, -0.71424, 4.48650], [0.61696, 0.60045, 4.32197], [1.17987, -2.33789, 3.90685], [2.36053, -1.05780, 4.13008], [3.74800, 1.23596, 4.59564], [4.03477, 0.74795, 3.29139], [4.07547, 1.66754, 2.28188], [3.92616, 3.03631, 2.45161], [4.05447, 3.88592, 1.36083], [4.31843, 3.36682, 0.09999], [4.47425, 2.00339, -0.07913], [4.35531, 1.15215, 1.01067], [4.71580, -0.22312, 0.97385], [4.90598, -1.04969, -0.01004], [4.46119, -0.97819, -1.36055], [5.20621, -1.65804, -2.35107], [4.77105, -1.71792, -3.64616], [3.53048, -1.13772, -3.97158], [2.75140, -0.53173, -3.02220], [3.17988, -0.44320, -1.67476], [2.45457, 0.03548, -0.72566], [4.53923, 1.89697, 4.95284], [3.68667, 0.36275, 5.23921], [2.79865, 1.77595, 4.61044], [3.73619, 3.46311, 3.42634], [3.94362, 4.95603, 1.51646], [4.41973, 4.03579, -0.74433], [4.71781, 1.60521, -1.05411], [4.98740, -0.56257, 1.88986], [5.47213, -1.93162, 0.27285], [6.14840, -2.11550, -2.07038], [5.35966, -2.21130, -4.40621], [3.17352, -1.18865, -4.99307], [1.79008, -0.10272, -3.28377]], "s_squared": 0.78, "spin_multiplicity": 2}

{"formula": "C12H19N2P", "method": "ωB97M-V/def2-TZVPD", "species": ["C", "C", "C", "C", "N", "N", "C", "C", "P", "C", "C", "C", "C", "C", "C", "H", "H", "H", "H", "H", "H", "H", "H", "H", "H", "H", "H", "H", "H", "H", "H", "H", "H", "H"], "positions_angstrom": [[-3.82336, -0.01663, -2.25123], [-2.77442, 0.72610, -3.04881], [-1.36479, 0.27709, -2.54283], [-1.22861, 0.54089, -1.02351], [0.05178, 0.26342, -0.56826], [0.07690, 0.12518, 1.17154], [1.32131, 0.03516, 1.46422], [2.29954, -0.08971, 0.42770], [1.53763, -0.10348, -1.13640], [3.80976, -0.19090, 0.65852], [3.95069, -0.87236, 1.99016], [3.31897, -0.05892, 3.12932], [1.72144, -0.05394, 2.94949], [-2.21739, -0.36228, -0.26972], [-3.62968, -0.04676, -0.78032], [-4.88884, 0.36586, -2.59785], [-4.01125, -0.99543, -2.49940], [-2.79417, 0.58169, -4.11177], [-2.74540, 1.79087, -2.76307], [-1.32530, -0.73109, -2.70643], [-0.70751, 0.90740, -3.09079], [-1.42957, 1.67358, -0.99457], [4.27027, -0.68233, -0.17297], [4.32119, 0.84339, 0.58088], [3.61431, -2.02582, 1.91629], [5.02530, -1.03118, 2.30796], [3.71070, 0.99335, 3.32418], [3.60155, -0.53573, 4.03848], [1.49115, 0.95898, 3.42632], [1.11862, -0.82044, 3.50186], [-2.19519, -0.22716, 0.81250], [-1.80550, -1.32013, -0.53241], [-3.93615, 0.86416, -0.29042], [-4.36397, -0.78281, -0.31867]], "smiles": "C1CCC(n2nc3c(p2)CCCC3)CC1"}

{"formula": "C2H4F3N", "method": "ωB97M-V/def2-TZVPD", "species": ["C", "C", "N", "F", "F", "F", "H", "H", "H", "H"], "positions_angstrom": [[-1.51465, -0.43285, -0.44506], [-0.18536, -0.79321, 0.07529], [0.92120, -0.56425, -0.20699], [0.99690, 1.53516, 2.10404], [2.13402, -0.80540, 0.15559], [1.46268, 0.57766, -1.62509], [-1.34607, 0.09166, -1.41729], [-2.09035, -1.31643, -0.36211], [-1.94550, 0.28990, 0.33207], [1.56715, 1.41775, 1.38955]]}

{"formula": "C2H5O2P", "method": "ωB97M-V/def2-TZVPD", "species": ["C", "C", "O", "O", "P", "H", "H", "H", "H", "H"], "positions_angstrom": [[0.89592, -0.62792, 0.00927], [0.80115, 0.66585, -0.47513], [-2.20006, 1.10310, -0.08351], [-1.28044, -1.24255, -0.33579], [-1.27781, 0.10715, 0.29707], [0.71924, -1.56467, -0.50862], [1.34994, -0.80495, 0.99246], [1.30974, 1.45260, 0.00813], [0.55307, 0.87871, -1.51314], [-0.87076, 0.03267, 1.60926]], "s_squared": 2.02, "spin_multiplicity": 3}

{"formula": "C7H18AgF3O9P", "method": "ωB97M-V/def2-TZVPD", "species": ["Ag", "C", "O", "O", "C", "F", "F", "F", "C", "C", "H", "H", "H", "H", "H", "H", "P", "O", "O", "O", "O", "C", "O", "H", "H", "H", "H", "C", "O", "H", "H", "H", "H", "C", "O", "H", "H", "H", "H"], "positions_angstrom": [[-0.77816, 0.06843, -1.42594], [0.94576, -0.68608, 1.73388], [0.02329, -0.68387, 2.89149], [0.10059, -0.35838, 0.64080], [2.25791, 0.01051, 1.91462], [3.00337, -0.46996, 2.89391], [3.06073, -0.17375, 0.82099], [2.10553, 1.32878, 2.09646], [0.15461, -1.55946, 4.00070], [-1.09202, -1.36231, 4.87821], [-1.11431, -2.11727, 5.66411], [-1.11756, -0.43064, 5.44341], [-2.00031, -1.34638, 4.27583], [1.09532, -1.41503, 4.53203], [0.15566, -2.61741, 3.73832], [1.15623, -1.75545, 1.71819], [-3.06002, -0.42746, -2.83293], [-2.84336, -0.53232, -1.28169], [-4.34370, 0.43714, -2.71012], [-3.35323, -1.85663, -3.30508], [-1.73112, 0.16116, -3.28602], [1.05141, 2.10409, -3.02957], [1.08521, 1.21029, -1.94476], [0.71182, 3.11720, -2.81419], [2.03671, 2.23704, -3.47633], [0.41813, 1.76602, -3.84980], [1.81905, 1.47282, -1.38427], [-0.87001, 3.05411, -0.02118], [-1.57105, 2.16926, -0.85210], [-0.30503, 3.81003, -0.56660], [-1.58484, 3.72835, 0.45054], [-0.26322, 2.42750, 0.63248], [-2.34322, 2.58275, -1.24501], [1.48629, -2.42392, -2.18846], [0.30219, -1.63334, -2.42299], [1.25991, -3.48113, -2.32692], [2.27294, -2.16974, -2.89886], [1.95037, -2.22933, -1.22157], [-0.08171, -1.95557, -3.24176]], "charge": -2, "s_squared": 0.76, "spin_multiplicity": 2}

{"formula": "C5H14NO", "method": "ωB97M-V/def2-TZVPD", "species": ["C", "C", "N", "C", "C", "C", "H", "H", "H", "H", "H", "H", "H", "H", "H", "H", "H", "H", "H", "H", "O"], "positions_angstrom": [[-1.04683, -0.04114, -1.84202], [0.06439, 0.45700, -0.90864], [-0.37106, 0.05728, 0.47532], [0.27705, -1.17229, 0.93670], [1.67773, -1.02106, 0.24032], [1.36687, -0.26798, -1.05350], [-0.69228, -1.03199, -2.28416], [-1.19113, 0.61584, -2.54518], [-1.97735, -0.28460, -1.46240], [0.24484, 1.57177, -0.93529], [-1.38187, -0.10183, 0.60421], [-0.18159, 0.79412, 1.12906], [0.40530, -1.27030, 2.07628], [-0.29453, -2.01842, 0.50249], [2.47111, -0.55064, 1.04281], [2.23978, -2.01437, 0.05325], [1.49752, -0.94255, -1.86731], [2.26867, 0.43855, -1.11984], [-2.49799, 2.01662, 2.34170], [-1.25685, 2.54204, 2.71981], [-1.62178, 2.22396, 1.89638]], "charge": 1}

{"formula": "C11H40N8O8", "method": "ωB97M-V/def2-TZVPD", "species": ["C", "O", "C", "C", "C", "N", "H", "H", "H", "H", "H", "H", "H", "H", "H", "H", "H", "C", "O", "C", "C", "C", "N", "H", "H", "H", "H", "H", "H", "H", "H", "H", "H", "H", "N", "C", "N", "O", "H", "H", "H", "H", "N", "C", "N", "O", "H", "H", "H", "H", "N", "C", "N", "O", "H", "H", "H", "H", "O", "H", "H", "O", "H", "H", "O", "H", "H"], "positions_angstrom": [[-13.89146, 1.46993, -2.27868], [-14.17572, 1.17416, -0.94437], [-13.14839, 0.36463, -0.39946], [-13.66810, -0.13950, 0.95101], [-12.59751, -0.99209, 1.64898], [-14.76124, -0.97931, 0.82040], [-13.09758, 2.21284, -2.35577], [-14.77999, 1.77673, -2.83048], [-13.70047, 0.62652, -2.94221], [-12.94652, -0.50361, -1.02676], [-12.26383, 0.93814, -0.12244], [-13.87918, 0.68321, 1.63416], [-12.24113, -1.90512, 1.17205], [-12.86179, -1.15186, 2.69432], [-11.69440, -0.38177, 1.65160], [-15.14986, -1.28325, 1.70171], [-15.43910, -0.33461, 0.43966], [-8.52690, 2.21940, 5.98924], [-8.10736, 0.83802, 5.90738], [-7.01533, 0.52063, 6.69960], [-6.48072, -0.91221, 6.30178], [-7.42121, -2.05421, 6.49403], [-5.43897, -1.33940, 7.25546], [-7.80792, 2.89401, 5.52441], [-8.76110, 2.57430, 6.99288], [-9.40057, 2.37204, 5.35560], [-6.22920, 1.23872, 6.46629], [-7.26033, 0.59990, 7.75875], [-6.10442, -0.93685, 5.27909], [-6.85908, -2.97484, 6.33737], [-8.33555, -2.01500, 5.90197], [-7.80406, -1.98670, 7.51234], [-5.58615, -2.32303, 7.43125], [-5.54698, -0.99459, 8.19862], [-10.89242, 4.27292, 1.74386], [-10.21482, 3.31571, 2.27109], [-9.04457, 3.67304, 2.75004], [-10.66647, 2.18372, 2.38221], [-10.49324, 5.17085, 1.51043], [-11.80960, 4.08313, 1.36590], [-8.83517, 4.65846, 2.67797], [-8.30232, 3.08954, 3.10875], [-9.71446, -0.28154, 8.13721], [-10.35329, 0.59323, 8.81806], [-10.75565, 0.08002, 9.95496], [-10.61494, 1.72756, 8.40454], [-9.39219, -0.08564, 7.20026], [-9.56221, -1.18003, 8.57268], [-11.32148, 0.73041, 10.48119], [-10.69637, -0.91613, 10.11080], [-12.83893, 1.74306, 4.10492], [-12.91117, 2.39082, 5.28247], [-12.75868, 1.54961, 6.24229], [-12.97985, 3.57871, 5.41260], [-12.55651, 2.29076, 3.30469], [-12.51667, 0.78588, 4.09736], [-12.30585, 1.97077, 7.04084], [-12.62082, 0.59330, 5.94806], [-12.16439, -0.89465, 4.90476], [-12.30567, -1.76578, 5.27544], [-11.29529, -0.94143, 4.50637], [-9.42908, -1.05619, 0.73943], [-9.41576, -0.20184, 0.30797], [-8.93942, -0.92284, 1.55102], [-9.63863, -0.00218, 4.04932], [-9.10263, 0.48247, 4.67705], [-9.86884, 0.64360, 3.38135]], "smiles": "COC[C@H](C)N.COC[C@H](C)N.NC(N)=O.NC(N)=O.NC(N)=O.O.O.O"}

{"formula": "C10H19N3O4", "method": "ωB97M-V/def2-TZVPD", "species": ["C", "C", "C", "C", "C", "N", "C", "O", "C", "N", "C", "C", "N", "O", "C", "O", "O", "H", "H", "H", "H", "H", "H", "H", "H", "H", "H", "H", "H", "H", "H", "H", "H", "H", "H", "H"], "positions_angstrom": [[-3.50115, -1.84127, 2.20356], [-2.74789, -1.00537, 1.06964], [-1.28102, -1.49745, 0.93424], [-0.42508, -2.00247, 2.15110], [-0.48186, -0.36946, 0.29432], [0.87287, -0.88023, 0.21018], [2.06339, -0.19851, -0.06648], [3.12952, -0.80373, 0.12366], [1.81668, 1.10893, -0.86847], [2.90370, 1.98127, -0.55505], [1.79535, 0.83002, -2.48131], [0.88536, 1.83961, -3.05110], [1.17509, 2.14056, -4.34435], [-0.05775, 2.35862, -2.45861], [-0.54488, 0.92941, 1.08910], [-1.34950, 1.87638, 1.19103], [0.55679, 1.06176, 1.95152], [-3.77631, -2.93239, 1.80054], [-2.86624, -2.07469, 3.01054], [-4.53380, -1.42789, 2.36695], [-3.17023, -1.18688, 0.09762], [-2.99063, 0.05806, 1.13396], [-1.35663, -2.45945, 0.23574], [-1.10555, -2.46139, 2.78798], [0.54380, -2.63802, 2.17841], [-0.21405, -1.02112, 2.72620], [-0.92014, -0.03880, -0.71242], [0.96923, -1.94967, 0.18117], [0.90484, 1.59557, -0.65306], [3.63970, 1.20834, -0.59733], [2.85630, 2.39902, 0.36575], [1.38936, -0.21347, -2.63589], [2.82087, 0.93150, -2.81585], [0.61527, 2.95078, -4.70377], [2.05718, 2.07520, -4.78843], [0.32740, 1.65724, 2.62891]], "smiles": "CC[C@H](C)[C@H](NC(=O)[C@@H](N)CC(N)=O)C(=O)O"}

Which relative energy (zero: lowest compared OMol25 entry of this formula, charge and spin) belongs to each record? In order, 71.2 134.9 654.5 40.4 245.3 173.6 191.1 359.0 kJ/mol.